No. 1
ORCA calculation (ωB97M-V with the def2-TZVPD basis set) on the molecule C4H8O3S.

ORCA input file:
```
! RIJCOSX wB97M-V def2-TZVPD def2/J DEFGRID3
* xyz 0 1
O 1.37 -2.37 0.07
C 1.86 -1.08 -0.14
C 1.16 0.04 0.38
C 1.43 1.43 -0.35
O 0.56 2.40 0.01
O -0.10 -0.11 -0.18
C -1.27 0.15 0.50
S -2.68 -0.33 -0.17
H 0.39 -2.42 -0.02
H 2.75 -1.17 0.50
H 1.94 -0.80 -1.20
H 1.15 0.40 1.40
H 2.53 1.82 -0.35
H 1.02 1.47 -1.51
H 0.61 2.65 1.00
H -1.10 0.67 1.40
*
```

Its molecular weight is 136.2 g/mol. The highest occupied orbital energy is -9.06 eV. For the energy above the lowest of the compared OMol25 structures with the same formula, charge and spin, the calculation gives 355.7 kJ/mol.

Atomic partial charges in e from the Löwdin method, atoms 1 to 2: -0.03, -0.24

---

No. 2
ORCA calculation (ωB97M-V with the def2-TZVPD basis set) on a structure of composition C4H8O3Tl.

ORCA input file:
```
! RIJCOSX wB97M-V def2-TZVPD def2/J DEFGRID3
* xyz 3 1
C -2.05 2.19 -0.67
C -1.35 0.87 -0.43
O -0.08 1.23 0.20
H -3.02 1.97 -1.12
H -2.24 2.70 0.28
H -1.43 2.86 -1.29
H -1.10 0.33 -1.36
H -1.91 0.22 0.25
Tl 2.07 1.37 -0.06
O 0.42 0.21 0.97
O 1.67 -0.63 0.51
C 1.36 -1.91 0.86
C 2.08 -2.82 0.18
H 1.85 -3.88 0.29
H 0.44 -2.30 1.29
H 3.27 -2.41 0.10
*
```

Its molecular weight is 308.5 g/mol. The highest occupied orbital energy (alpha / beta) is -23.95 / -23.83 eV. For the energy above the lowest of the compared OMol25 structures with the same formula, charge and spin, the calculation gives 1065.8 kJ/mol.

Atomic partial charges in e from the Löwdin method, atoms 1 to 2: 0.02, -0.10

---

No. 3
ORCA calculation (ωB97M-V with the def2-TZVPD basis set) on a cluster of 2 separate species, C4H8O4 in total.

ORCA input file:
```
! RIJCOSX wB97M-V def2-TZVPD def2/J DEFGRID3
* xyz 0 1
C -1.74 1.14 -1.38
C -0.67 0.36 -1.40
C -0.16 -0.37 -0.18
O -1.13 -0.55 0.83
O 0.38 -1.59 -0.60
C 0.88 0.57 0.43
O 2.05 0.72 0.00
H -2.12 1.58 -2.29
H -2.31 1.29 -0.48
H -0.07 0.21 -2.29
H -1.81 -1.14 0.48
H 0.95 -1.92 0.12
H 0.43 1.29 1.14
O 1.70 -0.85 1.74
H 2.43 -0.14 1.34
H 1.20 -0.63 2.53
*
```

Its molecular weight is 120.1 g/mol. The highest occupied orbital energy is -9.88 eV. For the energy above the lowest of the compared OMol25 structures with the same formula, charge and spin, the calculation gives 356.5 kJ/mol.

Atomic partial charges in e from the Löwdin method, atoms 1 to 2: 0.05, -0.07

---

| no. | maximum force (eV/Å) | DFT total energy (hartree) |
| --- | --- | --- |
| 1 | 5.66 | -780.9978 |
| 2 | 6.81 | -553.6426 |
| 3 | 3.86 | -458.0974 |